C23H34AlCl3KMgN4O11 | the ωB97M-V functional and the def2-TZVPD basis

Geometry as ORCA input:
```
! wB97M-V def2-TZVPD RIJCOSX def2/J DEFGRID3
* xyz 1 1
C -0.62 -0.92 1.99
C -0.59 0.20 0.95
C -2.01 0.76 0.53
C -1.89 2.29 0.55
C -3.22 0.30 1.39
C -3.71 1.27 2.50
C -5.05 0.58 2.79
N -5.54 0.30 1.48
C -4.56 0.39 0.51
O -4.69 0.48 -0.68
H 0.37 -1.27 2.24
H -1.13 -1.79 1.55
H -1.20 -0.67 2.88
H -0.10 -0.22 0.05
H 0.08 0.98 1.28
H -2.15 0.52 -0.53
H -2.87 2.76 0.50
H -1.32 2.62 1.41
H -1.30 2.58 -0.32
H -3.29 -0.74 1.73
H -2.98 1.36 3.30
H -4.03 2.17 1.99
H -5.78 1.15 3.38
H -4.75 -0.34 3.38
H -6.48 0.59 1.23
Al -5.23 -0.30 5.18
C -3.54 5.98 -0.39
Cl -3.36 4.85 -1.74
Cl -3.60 5.15 1.17
H -2.67 6.64 -0.37
H -4.46 6.54 -0.53
Cl -6.04 4.37 0.88
C -0.12 7.02 -1.49
O -0.60 6.91 -0.36
N -0.63 6.29 -2.53
N 0.92 7.84 -1.77
H -0.30 6.33 -3.47
H -1.39 5.68 -2.27
H 1.31 8.37 -1.01
H 1.32 7.93 -2.68
C 2.60 -3.96 -0.96
C 2.27 -3.30 0.26
C 1.20 -4.00 1.12
O 0.85 -3.60 2.20
C 0.57 -5.18 0.54
C 0.87 -5.80 -0.63
C 2.02 -5.19 -1.44
O 2.40 -5.72 -2.47
O 0.25 -6.85 -1.10
O 2.75 -2.25 0.68
H 3.35 -3.54 -1.61
H -0.23 -5.57 1.16
C 2.21 5.47 1.40
C 3.11 6.73 1.02
O 4.30 6.57 1.27
O 2.45 7.65 0.55
H 2.82 4.68 1.82
H 1.46 5.79 2.13
H 1.71 5.12 0.50
K -2.41 -0.98 -1.31
Mg -1.30 -6.94 0.11
C -2.14 -7.78 3.63
O -2.44 -6.69 4.13
O -2.30 -8.89 4.44
O -1.71 -8.03 2.47
H -2.63 -8.45 5.23
C 6.11 -5.09 -4.34
C 6.60 -3.75 -4.88
C 6.70 -2.67 -3.79
C 5.40 -2.32 -3.24
N 4.37 -2.04 -2.81
H 5.09 -5.01 -3.95
H 6.10 -5.83 -5.14
H 6.76 -5.45 -3.54
H 5.94 -3.41 -5.68
H 7.59 -3.88 -5.32
H 7.16 -1.77 -4.21
H 7.35 -3.01 -2.98
*
```

Summary:
total energy = -4365.9386 Eh
highest occupied orbital energy = -8.93 eV
Kohn-Sham gap = 1.292 eV
LUMO level = -7.64 eV

List of Löwdin charges in e, atom by atom: C -0.085; C -0.191; C -0.395; C -0.071; C -0.182; C -0.087; C -0.338; N 0.112; C -0.428; O 0.083; H 0.076; H 0.068; H 0.076; H 0.110; H 0.115; H -0.036; H 0.009; H 0.096; H 0.098; H 0.141; H 0.138; H 0.093; H 0.088; H -0.091; H 0.170; Al 1.139; C -0.931; Cl 0.579; Cl 0.487; H 0.004; H 0.032; Cl -0.252; C -0.666; O -0.014; N 0.138; N 0.171; H 0.095; H -0.026; H 0.083; H 0.103; C 0.101; C -0.354; C -0.331; O 0.093; C -0.021; C -0.356; C -0.345; O 0.106; O -0.136; O 0.087; H 0.068; H 0.070; C 0.051; C -0.646; O 0.123; O 0.080; H 0.073; H 0.085; H 0.073; K 1.033; Mg 1.308; C -0.813; O -0.016; O 0.070; O -0.104; H 0.103; C -0.102; C -0.259; C -0.185; C -0.203; N 0.160; H 0.064; H 0.074; H 0.078; H 0.111; H 0.108; H 0.119; H 0.123